{
  "formula": "C10H12AsAuCl2O2PS4",
  "method": "the ωB97M-V functional and the def2-TZVPD basis",
  "symbols": ["Au", "As", "Cl", "Cl", "S", "S", "S", "S", "P", "O", "O", "C", "C", "C", "C", "C", "C", "C", "C", "C", "C", "H", "H", "H", "H", "H", "H", "H", "H", "H", "H", "H", "H"],
  "coordinates": [[-1.081, 0.117, -0.357], [-3.119, 0.649, 2.278], [3.710, -0.564, -0.224], [4.532, 4.691, 0.594], [-3.321, 0.039, 0.035], [-4.300, 2.332, 2.558], [-3.453, -1.111, 3.377], [-0.959, 1.112, 1.996], [-1.161, -2.165, -0.488], [0.990, 0.208, -0.727], [-1.022, 2.342, -1.200], [1.706, 1.245, -0.462], [3.089, 1.056, -0.181], [3.938, 2.084, 0.141], [0.270, -2.765, -1.425], [2.141, 3.639, -0.127], [1.260, 2.597, -0.450], [-0.932, -2.743, 1.197], [-0.072, 3.029, -0.869], [3.453, 3.389, 0.177], [-2.595, -3.044, -1.144], [0.375, -3.846, -1.310], [-2.416, -4.120, -1.103], [-0.030, -2.288, 1.609], [0.145, -2.519, -2.480], [-3.459, -2.782, -0.538], [-0.186, 4.125, -0.912], [1.162, -2.258, -1.059], [-0.852, -3.832, 1.211], [4.974, 1.876, 0.368], [-2.778, -2.739, -2.174], [1.768, 4.656, -0.121], [-1.779, -2.409, 1.809]],
  "atomic_forces_ev_per_a": [[0.1, -0.1, 0.8], [0.2, -0.1, -0.2], [0.0, 0.0, 0.0], [0.0, 0.0, 0.0], [-0.1, 0.0, 0.1], [-0.1, 0.0, 0.1], [0.0, 0.1, 0.0], [-0.2, 0.1, -0.2], [0.1, 0.0, -0.4], [-0.1, 0.0, -0.1], [0.2, 0.2, -0.1], [0.0, 0.1, 0.1], [0.0, 0.0, 0.0], [0.0, 0.0, 0.0], [0.0, -0.1, 0.0], [0.0, 0.0, 0.0], [0.1, 0.0, 0.0], [-0.1, 0.0, 0.0], [-0.1, -0.1, 0.0], [0.0, 0.0, 0.0], [0.0, 0.0, 0.0], [0.0, 0.0, 0.0], [0.0, 0.0, 0.0], [0.0, 0.0, 0.0], [0.0, 0.0, 0.0], [0.0, 0.0, 0.0], [0.0, 0.0, 0.0], [0.0, 0.0, 0.0], [0.0, 0.0, 0.0], [0.0, 0.0, 0.0], [0.0, 0.0, 0.0], [0.0, 0.0, 0.0], [0.0, 0.0, 0.0]],
  "nbo_charge": [1.0192, 0.9755, -0.0066, -0.0227, -0.4719, -0.6830, -0.7446, -0.7749, 1.0897, -0.7980, -0.5840, 0.4770, -0.1289, -0.1994, -0.9718, -0.1497, -0.2905, -1.0072, 0.4558, -0.0986, -0.9696, 0.2228, 0.2267, 0.2662, 0.2433, 0.2839, 0.1232, 0.2782, 0.2237, 0.2343, 0.2460, 0.2228, 0.3132],
  "total_energy_ev": -156868.9724,
  "charge": -1,
  "e_above_lowest_kcal_mol": 8.1,
  "orbital_gap_ev": 5.83,
  "homo_ev": -4.346,
  "e_lumo_ev": 1.485
}

{
  "formula": "C3H9NO3",
  "method": "the ωB97M-V functional and the def2-TZVPD basis",
  "symbols": ["O", "O", "O", "N", "C", "C", "C", "H", "H", "H", "H", "H", "H", "H", "H", "H"],
  "coordinates": [[-0.240, 0.932, 0.537], [-1.056, -0.705, -0.659], [0.941, 1.696, 0.785], [1.281, -0.516, -0.624], [-1.401, 1.338, -1.078], [0.076, -1.370, 1.372], [0.005, -0.573, 0.078], [-0.858, -1.240, 1.913], [1.126, -0.677, -1.611], [1.538, 1.268, 0.124], [-2.307, 0.843, -1.386], [1.963, -1.174, -0.271], [0.904, -1.032, 1.998], [-1.553, 2.231, -0.491], [-0.624, 1.407, -1.824], [0.206, -2.427, 1.136]],
  "atomic_forces_ev_per_a": [[0.3, 0.0, -0.2], [0.1, 0.4, 0.0], [-0.4, -0.4, -0.3], [-0.2, 0.0, 0.1], [0.2, -0.3, 0.3], [0.0, 0.1, -0.1], [0.1, 0.3, 0.1], [0.0, 0.0, 0.0], [0.0, 0.0, 0.0], [-0.1, 0.1, 0.1], [0.0, 0.0, 0.0], [-0.1, 0.0, 0.0], [0.0, 0.0, 0.0], [0.0, 0.0, 0.0], [0.0, 0.0, 0.0], [0.0, 0.0, 0.0]],
  "nbo_charge": [-0.2877, -0.7035, -0.4472, -0.9119, -0.1489, -0.6633, 0.6557, 0.2371, 0.3891, 0.4746, 0.2081, 0.3791, 0.2162, 0.1941, 0.1916, 0.2169],
  "total_energy_ev": -10883.8873,
  "e_above_lowest_kcal_mol": 154.4,
  "orbital_gap_ev": 9.61,
  "homo_ev": -9.488,
  "e_lumo_ev": 0.121
}

{
  "formula": "C4H11NOS",
  "method": "the ωB97M-V functional and the def2-TZVPD basis",
  "symbols": ["S", "O", "N", "C", "C", "C", "C", "H", "H", "H", "H", "H", "H", "H", "H", "H", "H", "H"],
  "coordinates": [[-0.267, 1.664, -0.245], [1.053, -1.099, 1.858], [1.563, -3.101, 0.889], [-0.990, 0.570, -1.522], [1.002, -2.305, 1.844], [-0.938, 3.242, -0.870], [-0.804, -0.882, -1.163], [0.640, -2.892, 2.701], [1.514, -4.089, 0.945], [-2.018, 3.125, -0.929], [-2.057, 0.801, -1.579], [0.253, -1.143, -1.139], [-0.510, 0.843, -2.458], [-0.647, 4.046, -0.201], [1.871, -2.685, 0.039], [-0.540, 3.461, -1.862], [-1.274, -1.517, -1.916], [-1.187, -1.124, -0.174]],
  "atomic_forces_ev_per_a": [[-0.1, 0.1, -0.1], [-0.4, 0.0, -0.3], [-0.5, 0.6, 0.3], [-0.1, 0.7, 0.5], [1.1, -0.2, 0.4], [0.2, -0.7, -0.2], [0.5, -0.3, -0.1], [-0.3, 0.0, 0.0], [-0.1, -0.6, 0.1], [0.0, 0.3, 0.1], [0.0, 0.0, -0.1], [0.1, 0.0, 0.0], [-0.1, -0.2, -0.2], [-0.1, 0.0, 0.1], [0.3, 0.2, -0.4], [0.0, 0.0, 0.0], [-0.1, 0.0, 0.1], [-0.2, 0.1, 0.0]],
  "nbo_charge": [0.1813, -0.5864, -0.8233, -0.5110, 0.5231, -0.7363, -0.6147, 0.1012, 0.3910, 0.2084, 0.2009, 0.2003, 0.2039, 0.2296, 0.3963, 0.2066, 0.2093, 0.2198],
  "total_energy_ev": -18699.2823,
  "e_above_lowest_kcal_mol": 14.7,
  "orbital_gap_ev": 9.09,
  "homo_ev": -8.154,
  "e_lumo_ev": 0.937
}

{
  "formula": "C4H3S2",
  "method": "the ωB97M-V functional and the def2-TZVPD basis",
  "symbols": ["S", "S", "C", "C", "C", "C", "H", "H", "H"],
  "coordinates": [[1.669, -2.559, 0.001], [2.207, 2.897, 0.011], [1.174, -1.012, -0.004], [1.372, 0.412, -0.005], [0.106, -0.100, -0.007], [-1.353, 0.051, -0.001], [-1.854, -0.919, -0.027], [-1.662, 0.641, -0.866], [-1.659, 0.588, 0.897]],
  "atomic_forces_ev_per_a": [[0.3, -0.8, 0.0], [-0.8, -2.7, 0.0], [-0.5, 1.6, 0.0], [-0.3, 2.1, 0.0], [1.5, -0.3, 0.0], [-0.2, 0.0, 0.0], [0.1, 0.1, 0.0], [-0.1, 0.0, 0.0], [0.0, 0.0, 0.0]],
  "nbo_charge": [-0.2773, -0.5845, -0.1724, 0.0744, -0.0729, -0.6581, 0.2207, 0.2348, 0.2352],
  "total_energy_ev": -25863.9523,
  "charge": -1,
  "e_above_lowest_kcal_mol": 75.3,
  "orbital_gap_ev": [6.91, 6.90],
  "homo_ev": [-3.992, -3.985],
  "e_lumo_ev": [2.921, 2.918]
}

{
  "formula": "C4H16O4",
  "method": "the ωB97M-V functional and the def2-TZVPD basis",
  "symbols": ["O", "O", "O", "O", "C", "C", "C", "C", "H", "H", "H", "H", "H", "H", "H", "H", "H", "H", "H", "H", "H", "H", "H", "H"],
  "coordinates": [[-1.258, -1.009, 1.267], [2.225, -2.515, 2.213], [-1.437, 1.772, -3.364], [-0.631, 1.110, -0.570], [2.497, -1.146, 2.505], [0.601, 1.523, -0.077], [-0.239, 1.801, -4.004], [-2.586, -1.644, 1.140], [1.830, -0.550, 1.897], [-3.005, -1.486, 2.194], [1.270, -2.642, 2.830], [1.183, 0.432, -0.135], [3.504, -0.964, 2.269], [-2.480, -2.850, 1.199], [0.773, 1.725, 1.123], [-0.404, 1.453, -5.035], [-0.658, 0.361, -0.007], [2.384, -0.648, 3.547], [-2.852, -1.097, 0.239], [0.808, 2.349, -0.670], [-0.008, 2.841, -4.261], [0.402, 1.155, -3.652], [-0.595, -1.646, 1.662], [-1.322, 1.677, -2.310]],
  "atomic_forces_ev_per_a": [[1.5, -1.7, 0.7], [-4.7, -0.2, 4.1], [-2.0, -0.5, 4.7], [-0.9, 1.0, 0.5], [-0.9, 1.3, 0.9], [2.1, -3.7, 2.9], [-3.0, 3.3, -4.2], [2.4, -1.8, 3.0], [0.1, 0.5, -0.4], [-0.6, 0.5, -2.0], [4.3, -0.1, -2.9], [0.1, 3.3, -0.4], [1.3, 0.3, -0.7], [-0.3, 2.8, -1.3], [-1.2, 0.1, -2.8], [-0.3, -0.4, 0.0], [-2.0, -2.0, 0.4], [-0.1, -1.8, -1.0], [-1.6, -0.8, 0.3], [1.8, 1.3, -0.8], [1.2, 0.0, 0.8], [4.2, -2.7, 2.3], [-1.3, 1.1, -0.7], [-0.1, 0.2, -3.5]],
  "nbo_charge": [-0.7797, -0.6843, -0.7517, -0.7474, -0.2633, -0.2395, -0.2365, -0.2721, 0.1563, 0.1896, 0.4425, 0.1472, 0.1852, 0.1788, 0.1515, 0.1562, 0.4986, 0.1648, 0.2258, 0.1908, 0.1551, 0.1628, 0.4701, 0.4992],
  "total_energy_ev": -12591.8754,
  "e_above_lowest_kcal_mol": 137.5,
  "orbital_gap_ev": 9.34,
  "homo_ev": -9.360,
  "e_lumo_ev": -0.017
}